{"formula": "C48H112N4O10", "method": "ωB97M-V/def2-TZVPD", "species": ["C", "C", "C", "C", "C", "C", "C", "C", "C", "N", "O", "H", "H", "H", "H", "H", "H", "H", "H", "H", "H", "H", "H", "H", "H", "H", "H", "H", "H", "H", "C", "C", "C", "C", "C", "C", "C", "C", "C", "N", "O", "H", "H", "H", "H", "H", "H", "H", "H", "H", "H", "H", "H", "H", "H", "H", "H", "H", "H", "H", "C", "C", "C", "C", "C", "C", "C", "C", "C", "N", "O", "H", "H", "H", "H", "H", "H", "H", "H", "H", "H", "H", "H", "H", "H", "H", "H", "H", "H", "H", "C", "C", "C", "C", "C", "C", "C", "C", "C", "N", "O", "H", "H", "H", "H", "H", "H", "H", "H", "H", "H", "H", "H", "H", "H", "H", "H", "H", "H", "H", "C", "C", "O", "H", "H", "H", "H", "H", "H", "C", "C", "O", "H", "H", "H", "H", "H", "H", "C", "C", "O", "H", "H", "H", "H", "H", "H", "C", "C", "O", "H", "H", "H", "H", "H", "H", "C", "C", "O", "H", "H", "H", "H", "H", "H", "C", "C", "O", "H", "H", "H", "H", "H", "H"], "coordinates": [[3.727, -3.350, 0.884], [3.090, -3.079, 2.246], [3.745, -1.871, 2.934], [1.603, -2.681, 2.062], [0.699, -3.838, 1.709], [0.807, -4.967, 2.734], [2.238, -5.411, 2.987], [2.292, -6.205, 4.306], [2.758, -6.420, 1.926], [3.089, -4.240, 3.144], [4.370, -4.510, 3.673], [3.852, -2.444, 0.291], [4.678, -3.873, 0.989], [3.049, -4.029, 0.363], [4.832, -1.881, 2.959], [3.360, -0.988, 2.417], [3.345, -1.758, 3.946], [1.269, -2.133, 2.949], [1.511, -1.927, 1.271], [-0.306, -3.416, 1.781], [0.808, -4.089, 0.651], [0.119, -5.774, 2.487], [0.531, -4.510, 3.691], [1.569, -7.023, 4.293], [2.132, -5.622, 5.219], [3.258, -6.672, 4.509], [2.154, -7.327, 1.979], [3.818, -6.616, 2.071], [2.610, -6.011, 0.923], [4.340, -4.078, 4.534], [-1.557, -1.107, 1.185], [-2.915, -1.147, 1.944], [-4.011, -0.789, 0.955], [-3.161, -2.560, 2.495], [-2.487, -2.771, 3.843], [-2.977, -1.731, 4.826], [-2.596, -0.328, 4.376], [-3.264, 0.719, 5.267], [-1.068, -0.100, 4.609], [-2.931, -0.057, 2.963], [-2.342, 1.148, 2.528], [-1.537, -0.282, 0.476], [-0.706, -0.999, 1.854], [-1.502, -2.078, 0.695], [-4.991, -0.770, 1.431], [-3.861, 0.142, 0.400], [-4.030, -1.482, 0.103], [-4.237, -2.681, 2.651], [-2.698, -3.315, 1.859], [-2.610, -3.777, 4.249], [-1.414, -2.662, 3.637], [-2.462, -1.954, 5.762], [-4.064, -1.744, 4.941], [-3.009, 1.750, 5.014], [-2.901, 0.610, 6.289], [-4.342, 0.639, 5.095], [-0.749, 0.942, 4.643], [-0.490, -0.521, 3.783], [-0.670, -0.545, 5.525], [-3.127, 1.656, 2.292], [-1.367, 8.094, 1.456], [-1.088, 6.603, 1.639], [-2.404, 5.844, 1.344], [0.038, 6.172, 0.665], [0.586, 4.735, 0.937], [1.123, 4.674, 2.341], [0.120, 5.189, 3.416], [-0.920, 4.057, 3.611], [0.915, 5.420, 4.700], [-0.507, 6.428, 2.977], [-1.235, 7.059, 4.002], [-2.365, 8.391, 1.788], [-0.693, 8.697, 2.071], [-1.240, 8.528, 0.462], [-2.998, 5.940, 2.263], [-3.019, 6.361, 0.611], [-2.245, 4.790, 1.140], [-0.271, 6.323, -0.367], [0.852, 6.880, 0.852], [-0.269, 4.056, 0.813], [1.283, 4.412, 0.161], [1.963, 5.379, 2.346], [1.445, 3.688, 2.671], [-1.840, 4.112, 3.038], [-1.322, 4.142, 4.632], [-0.427, 3.090, 3.542], [0.220, 5.518, 5.530], [1.486, 6.336, 4.535], [1.688, 4.671, 4.871], [-2.030, 6.512, 4.140], [-0.645, -7.194, -4.061], [-0.920, -5.726, -4.448], [0.254, -5.153, -5.261], [-2.194, -5.776, -5.302], [-2.736, -4.383, -5.573], [-3.070, -3.685, -4.281], [-1.872, -3.663, -3.313], [-0.900, -2.541, -3.708], [-2.420, -3.243, -1.948], [-1.200, -4.985, -3.208], [-0.043, -4.913, -2.390], [-1.514, -7.620, -3.565], [-0.451, -7.695, -5.012], [0.232, -7.322, -3.427], [0.613, -5.865, -6.012], [0.062, -4.249, -5.835], [1.146, -4.961, -4.662], [-1.923, -6.225, -6.261], [-3.023, -6.359, -4.895], [-2.001, -3.805, -6.145], [-3.588, -4.433, -6.258], [-3.928, -4.187, -3.823], [-3.431, -2.703, -4.594], [-0.098, -2.578, -2.970], [-1.345, -1.540, -3.686], [-0.503, -2.530, -4.724], [-2.810, -2.224, -1.902], [-1.619, -3.274, -1.207], [-3.255, -3.903, -1.703], [-0.326, -5.433, -1.630], [3.667, -2.601, -4.663], [4.186, -1.714, -3.557], [4.665, -0.492, -4.103], [4.495, -2.986, -5.264], [3.072, -1.972, -5.327], [3.122, -3.477, -4.317], [5.044, -2.147, -3.027], [3.406, -1.528, -2.808], [5.404, -0.150, -3.602], [2.314, 5.960, -2.382], [3.780, 6.230, -2.600], [4.146, 7.523, -2.094], [2.109, 4.895, -2.488], [1.704, 6.646, -2.967], [2.048, 6.133, -1.334], [3.973, 6.175, -3.678], [4.391, 5.489, -2.075], [5.090, 7.459, -1.927], [3.561, 2.087, 1.063], [4.202, 1.750, -0.243], [4.136, 2.926, -1.081], [2.503, 2.297, 0.897], [4.013, 2.929, 1.583], [3.567, 1.240, 1.755], [3.777, 0.910, -0.807], [5.266, 1.480, -0.182], [4.830, 2.853, -1.743], [-2.282, 5.655, -2.462], [-1.050, 4.849, -2.751], [-1.333, 3.450, -2.806], [-2.946, 5.470, -3.308], [-2.047, 6.712, -2.353], [-2.694, 5.237, -1.543], [-0.294, 4.896, -1.956], [-0.552, 5.060, -3.706], [-0.560, 2.963, -2.499], [1.000, -0.059, -1.420], [0.590, 1.382, -1.161], [1.146, 2.280, -2.092], [0.786, -0.714, -0.571], [2.043, -0.112, -1.721], [0.306, -0.441, -2.171], [0.870, 1.721, -0.155], [-0.504, 1.398, -1.120], [2.074, 2.502, -1.935], [-4.521, 0.420, -3.908], [-3.686, 0.946, -2.758], [-3.795, 2.352, -2.638], [-5.579, 0.586, -3.711], [-4.342, -0.655, -3.992], [-4.190, 0.907, -4.825], [-2.628, 0.708, -2.926], [-3.996, 0.437, -1.839], [-2.894, 2.741, -2.712]], "lowdin_charge": [-0.01, -0.50, -0.03, -0.15, -0.18, -0.12, -0.52, -0.05, -0.02, -0.11, -0.01, 0.08, 0.09, 0.06, 0.08, 0.06, 0.09, 0.11, 0.10, 0.07, 0.11, 0.13, 0.12, 0.08, 0.09, 0.08, 0.08, 0.08, 0.06, 0.11, -0.02, -0.47, -0.04, -0.12, -0.18, -0.13, -0.50, -0.04, -0.03, -0.10, -0.02, 0.07, 0.06, 0.05, 0.09, 0.07, 0.08, 0.12, 0.11, 0.12, 0.10, 0.12, 0.13, 0.07, 0.09, 0.09, 0.06, 0.05, 0.09, 0.11, -0.04, -0.49, -0.03, -0.12, -0.17, -0.15, -0.50, -0.02, -0.03, -0.12, 0.00, 0.08, 0.09, 0.09, 0.08, 0.08, 0.06, 0.09, 0.12, 0.10, 0.09, 0.13, 0.11, 0.06, 0.08, 0.07, 0.08, 0.09, 0.09, 0.10, -0.03, -0.51, -0.03, -0.14, -0.20, -0.14, -0.48, -0.04, -0.04, -0.08, -0.03, 0.08, 0.08, 0.08, 0.09, 0.06, 0.07, 0.12, 0.12, 0.10, 0.12, 0.12, 0.11, 0.07, 0.07, 0.07, 0.07, 0.07, 0.09, 0.10, -0.08, -0.33, -0.08, 0.08, 0.08, 0.06, 0.11, 0.09, 0.07, -0.08, -0.31, -0.08, 0.06, 0.09, 0.06, 0.11, 0.10, 0.07, -0.06, -0.29, -0.10, 0.05, 0.09, 0.07, 0.09, 0.12, 0.08, -0.06, -0.30, -0.11, 0.09, 0.08, 0.07, 0.08, 0.12, 0.04, -0.05, -0.31, -0.08, 0.06, 0.05, 0.06, 0.09, 0.11, 0.07, -0.08, -0.34, -0.10, 0.08, 0.05, 0.08, 0.10, 0.08, 0.03], "energy_ev": -78021.177, "smiles": "CC1(C)CCCC(C)(C)N1O.CC1(C)CCCC(C)(C)N1O.CC1(C)CCCC(C)(C)N1O.CC1(C)CCCC(C)(C)N1O.CCO.CCO.CCO.CCO.CCO.CCO", "lumo_energy_ev": 0.1, "e_homo_ev": -8.26, "charge": 0, "homo_lumo_gap_ev": 8.406}